Here is a molecular structure, C9H31F4N11O10P2V2 from the Open Molecules 2025 dataset. Energies are from ωB97M-V with the def2-TZVPD basis set.

Calculated values
Net charge: +2
⟨S²⟩: 12.005
E_HOMO (spin up / spin down) in eV: -12.72 / -12.72
Lowest unoccupied orbital energy (spin up / spin down) in hartree: -0.286 / -0.275
HOMO-LUMO gap (spin up / spin down) in hartree: 0.181 / 0.192
Spin multiplicity: 7

Structure (XYZ):
```
69
Properties=species:S:1:pos:R:3:forces:R:3:nbo_charge:R:1
V -3.6526 -1.6783 -2.6913 2.778 1.463 1.781 1.80
V -2.0680 -0.6482 2.9209 -1.162 1.851 -1.786 1.67
O -1.3475 0.1448 1.1059 1.333 -0.206 -2.433 -1.18
P -1.0387 0.2739 -0.4006 -2.509 -0.359 -0.297 2.65
O -1.8892 -0.4303 -1.4597 1.345 0.946 1.389 -1.19
F 0.5258 -0.0280 -0.7158 -2.588 0.634 1.031 -0.55
F -1.2622 1.8821 -0.7362 1.662 -3.306 0.409 -0.57
O -3.6831 -1.3842 1.9216 0.690 -0.164 1.159 -1.20
P -4.6361 -1.7342 0.8591 -2.818 -0.962 0.367 2.69
O -4.1419 -1.6503 -0.5354 -0.576 0.377 -2.164 -1.24
F -6.0014 -0.8573 1.1643 2.825 -2.191 -1.050 -0.52
F -5.0928 -3.2733 0.9725 0.181 2.443 0.454 -0.53
C 3.1356 0.7151 -2.6540 3.535 2.679 0.295 0.74
O 4.3029 1.0435 -2.6488 0.549 -0.107 -0.058 -0.63
N 2.6831 -0.4413 -3.0127 -2.354 -5.440 -1.422 -0.85
N 2.1391 1.5166 -2.2962 -1.686 1.358 0.562 -0.85
H 1.6864 -0.5222 -3.1545 0.204 0.010 -0.175 0.37
H 3.2019 -1.2488 -3.3273 0.561 0.729 0.065 0.41
H 2.4368 2.4108 -1.9332 -0.351 -0.180 0.185 0.41
H 1.4089 0.9567 -1.8796 -0.027 1.396 0.124 0.38
C 0.7443 -3.5104 -0.8130 -0.721 1.494 0.277 0.74
O -0.3465 -3.0092 -0.9053 -2.890 2.666 -1.267 -0.75
N 1.9141 -2.9972 -0.9740 3.631 3.385 -1.723 -0.82
N 0.8651 -4.6780 -0.3804 -0.524 -6.606 2.041 -0.78
H 1.9985 -2.0855 -1.4003 0.485 -0.089 0.139 0.41
H 2.6855 -3.6489 -0.9563 0.241 0.868 -0.233 0.40
H 1.7925 -5.0576 -0.2539 -0.854 -0.798 0.408 0.40
H -0.0301 -5.1062 -0.1927 0.684 -0.823 0.285 0.42
C -3.6835 4.4667 -0.1141 -0.505 1.966 0.351 0.72
O -4.0760 5.3719 0.5472 -2.226 2.905 2.790 -0.68
N -2.4977 4.0420 0.0569 5.316 -1.655 1.371 -0.84
N -4.3556 3.9234 -1.0512 -3.292 -2.730 -4.437 -0.81
H -2.0106 3.3861 -0.5369 -0.198 0.756 0.523 0.40
H -2.0540 4.6654 0.7162 0.811 -0.490 -0.245 0.41
H -5.2142 4.3759 -1.3307 0.167 -0.102 0.002 0.42
H -3.8335 3.4293 -1.7608 -0.455 0.065 -0.059 0.38
C -3.1959 2.3908 3.5195 -2.135 -0.428 -2.659 0.78
O -2.9945 1.2718 3.1123 1.379 -4.999 -1.749 -0.80
N -2.7138 2.8584 4.5556 3.899 3.092 6.981 -0.75
N -4.0437 3.2207 2.9935 -2.648 2.115 -2.744 -0.77
H -2.9819 3.8138 4.7439 0.623 -0.247 0.695 0.40
H -1.9295 2.4810 5.0680 -0.356 -0.086 -0.088 0.41
H -4.3340 3.1932 2.0265 -0.019 -0.413 0.160 0.43
H -4.0957 4.1581 3.3659 -0.156 -0.117 -0.317 0.40
C -1.0225 -1.7414 -4.7495 1.110 -1.886 -1.152 0.79
O -2.0416 -1.2927 -4.2816 -6.082 1.529 1.060 -0.82
N -0.7619 -2.0571 -6.0025 -1.572 0.840 -2.307 -0.79
N -0.1457 -2.1375 -3.9198 4.344 -0.934 2.611 -0.80
H -1.5362 -1.8900 -6.6290 0.441 0.033 -0.393 0.42
H 0.1088 -2.4010 -6.3816 -0.221 0.098 0.294 0.43
H -0.3187 -2.0714 -2.9269 0.252 -0.050 0.344 0.44
H 0.7555 -2.3826 -4.3043 -0.003 -0.351 0.701 0.39
C 5.4257 -1.7993 2.4801 -0.350 0.123 0.511 -0.63
C 4.0268 -1.2472 2.8857 0.971 1.433 -2.429 -0.06
C 3.8494 0.1188 2.1465 1.848 0.008 2.146 -0.07
O 2.6495 0.6271 2.5777 -3.143 1.264 -0.631 -0.58
C 2.1286 1.8387 1.9132 1.436 -1.012 1.086 -0.25
N 3.0542 -2.0751 2.2278 -0.320 -1.872 0.667 -0.84
H 5.4767 -2.8794 2.6176 -0.040 0.024 0.242 0.23
H 6.2688 -1.3343 2.9909 -0.194 0.013 0.207 0.23
H 5.6028 -1.6215 1.4194 -0.153 0.095 -0.188 0.20
H 3.8973 -1.0534 3.9505 -0.135 -0.442 -0.019 0.21
H 3.8903 0.0499 1.0594 0.355 -0.178 -0.095 0.16
H 4.6395 0.7117 2.6072 0.514 0.717 -0.781 0.17
H 1.0422 1.7979 1.8354 0.034 -0.176 0.207 0.17
H 2.5583 1.9842 0.9221 0.090 -0.180 -0.073 0.18
H 2.4616 2.6469 2.5644 -0.321 0.371 -0.267 0.20
H 2.1686 -1.5993 2.1307 0.046 0.177 -0.206 0.35
H 3.5056 -2.1944 1.3322 -0.755 -0.346 -0.474 0.34
```
Forces are in eV/Å.

***

Here is a molecular structure, C35H29BrCrF4N4O8PS3 from the Open Molecules 2025 dataset. Energies are from ωB97M-V with the def2-TZVPD basis set.

Calculated values
⟨S²⟩: 8.829
E_HOMO (spin up / spin down) in eV: -6.09 / -7.79
Lowest unoccupied orbital energy (spin up / spin down) in hartree: -0.035 / -0.036
ΔE to the lowest compared entry with this formula, charge and spin in eV: 3.6316
HOMO-LUMO gap (spin up / spin down) in hartree: 0.189 / 0.250
Spin multiplicity: 6

Structure (XYZ):
```
86
Properties=species:S:1:pos:R:3:forces:R:3:mulliken_spin:R:1
Cr 11.5669 12.3920 10.8935 1.234 0.985 1.106 3.86
C 11.1248 14.1183 6.3610 1.466 0.213 -0.706 0.00
C 9.8921 14.7228 6.9931 -1.032 0.804 0.281 0.01
S 9.9712 14.5006 8.7756 -0.539 1.188 0.801 0.01
C 8.4152 13.7487 9.2809 0.344 0.384 -0.126 0.00
C 8.3814 12.2234 9.1988 -0.098 -0.680 -0.120 0.01
S 9.9612 11.3335 9.5177 -0.935 -0.999 -0.378 -0.02
C 10.4287 10.4982 7.9646 -0.187 0.190 -0.091 0.01
C 10.8583 11.4279 6.8131 -0.374 -0.081 0.084 0.00
S 11.8292 12.8450 7.4070 1.001 -0.977 -0.971 0.02
H 11.9962 14.8133 6.2255 -1.070 -0.180 0.225 0.00
H 10.9613 13.6892 5.3636 -0.106 0.174 0.230 0.00
H 8.9403 14.2964 6.6386 0.441 -0.018 -0.099 0.00
H 9.8182 15.8183 6.8553 0.145 -0.593 -0.339 0.00
H 7.5791 14.2181 8.7339 0.221 -0.330 0.337 0.00
H 8.4233 14.0873 10.3202 -0.427 -0.231 -0.082 0.00
H 8.0218 11.8390 8.2304 0.181 0.250 0.212 0.00
H 7.7177 11.7942 9.9619 0.031 0.302 -0.201 0.00
H 9.5783 9.8639 7.6840 0.127 0.225 -0.075 0.00
H 11.2183 9.7994 8.2566 0.017 0.288 0.042 -0.01
H 9.9508 11.7963 6.2886 0.581 -0.071 0.327 0.00
H 11.4941 10.9134 6.0828 -0.397 -0.212 0.151 0.00
F 15.9869 5.8141 8.9959 0.132 -0.168 -0.502 0.00
C 15.6193 6.9631 9.5293 -0.351 -0.039 0.118 0.00
C 15.7718 7.1384 10.8776 0.713 0.377 0.831 0.00
F 16.4566 6.2162 11.5885 -0.740 0.657 -0.325 0.00
C 15.3732 8.3505 11.4354 0.210 0.193 0.920 0.00
F 15.6986 8.5161 12.7516 -0.374 -0.181 -0.972 0.00
C 14.7447 9.3718 10.7089 0.094 -0.255 -0.871 -0.01
P 14.0114 10.9205 11.3749 0.242 -0.684 -0.031 0.15
C 13.6154 10.3025 13.0263 0.084 0.464 1.183 -0.01
C 12.9001 9.1021 13.2298 0.203 0.813 0.070 0.01
C 12.3755 8.8109 14.4782 0.079 0.011 0.239 0.00
C 12.6333 9.6521 15.5673 0.364 0.147 -0.555 0.00
C 13.4252 10.7792 15.3952 0.227 0.530 -0.744 0.00
C 13.8930 11.1428 14.1193 -0.686 -1.177 0.001 0.02
C 15.6007 11.8358 11.4300 0.185 0.179 0.144 -0.05
C 16.6043 11.5541 12.3788 -0.316 0.807 -0.461 0.00
C 17.7077 12.4048 12.4610 0.239 -0.287 -0.059 0.00
C 17.8953 13.4436 11.5363 -0.485 -0.354 0.580 0.00
C 16.9252 13.6632 10.5604 0.172 -0.279 -0.303 0.01
C 15.7942 12.8452 10.4783 0.263 0.126 0.717 -0.01
C 14.7026 9.2093 9.3136 -0.506 -0.049 0.290 0.00
Br 14.0376 10.6459 8.1359 0.688 -1.404 0.787 0.01
C 15.0874 7.9926 8.7778 0.083 0.670 -1.192 0.00
F 15.0335 7.8360 7.4526 -0.048 -0.306 -0.174 0.00
H 12.7552 8.4091 12.4121 -0.207 0.063 -0.100 -0.01
H 11.7576 7.9215 14.6136 0.242 0.241 -0.045 0.00
H 12.2559 9.4288 16.5469 -0.202 -0.164 0.219 0.00
H 13.6840 11.4426 16.2126 -0.159 -0.198 0.182 0.00
H 14.4847 12.0333 13.9596 -0.071 0.124 0.146 0.00
H 16.4832 10.7095 13.0455 0.044 0.195 0.132 0.00
H 18.4437 12.2406 13.2566 -0.213 0.029 -0.417 0.00
H 18.7834 14.0636 11.6390 -0.252 0.006 -0.205 0.00
H 17.0517 14.4529 9.8260 0.049 -0.056 0.080 0.00
H 15.0522 13.0131 9.7053 -0.004 0.105 0.171 0.01
O 13.0958 13.5859 11.7319 -0.310 0.749 1.113 -0.03
N 12.8930 14.6199 12.6072 1.680 -0.510 -1.738 0.00
C 11.8079 14.4659 13.5910 1.497 -0.502 -0.039 0.02
C 11.2691 15.8135 14.0770 -0.317 -1.089 -0.270 0.03
C 12.2139 16.9449 13.8829 0.826 0.500 0.053 0.00
C 13.4883 16.7597 13.4214 -1.694 0.403 0.722 0.01
C 13.7268 15.6343 12.5683 -0.796 -1.563 0.958 0.00
H 12.1671 13.8530 14.4446 -0.030 -0.149 -0.880 0.00
H 10.9873 15.7302 15.1416 0.352 0.222 -0.295 0.00
H 11.8441 17.9293 14.1663 0.461 -0.189 0.423 0.00
H 14.2704 17.4769 13.5973 -0.068 0.381 -0.477 0.00
H 14.6043 15.5965 11.9176 -0.578 -0.276 -0.023 0.00
O 6.4640 15.9066 15.4903 0.138 -1.428 -0.141 -0.03
N 6.8726 14.7596 15.2700 -1.280 0.335 0.807 0.00
O 6.3247 13.7154 15.6629 0.537 1.909 -0.491 0.01
C 8.1056 14.6449 14.5093 0.723 -0.956 0.066 -0.04
C 8.6339 13.3313 14.5180 0.224 -0.023 0.077 0.29
C 9.7375 13.0323 13.7363 -0.585 -2.200 -0.555 -0.24
C 10.4861 14.0197 12.8844 -1.139 1.452 -0.357 0.02
O 10.3830 13.7772 11.5392 0.546 0.082 0.752 0.13
C 9.9701 15.5473 13.2758 -0.473 2.221 -1.057 -0.02
C 8.6478 15.7177 13.8581 -1.011 -0.171 1.245 0.34
N 9.8868 16.7142 12.0932 -2.116 -3.491 -1.878 0.01
O 10.8057 17.4470 11.8380 -0.249 0.190 0.243 0.00
O 8.8413 16.5603 11.4133 2.381 1.151 1.332 0.00
N 9.8881 11.6365 13.4446 -0.227 0.460 -0.163 0.14
O 9.0841 10.8208 13.9621 1.215 0.579 -0.594 0.23
O 10.7838 11.2040 12.5712 -0.801 0.790 1.312 0.08
H 8.1290 12.5145 15.0626 0.376 0.793 -0.575 0.02
H 8.1068 16.6693 13.8528 0.395 -0.437 -0.030 0.01
```
Forces are in eV/Å.

***

no.,largest force on an atom (hartree/bohr)
1,0.1667
2,0.0874